Here is a molecular structure, C27H46As3ClNO2SSiZr from OMol25. Energies are from ωB97M-V/def2-TZVPD.

spin multiplicity	1
max |F|	0.3	eV/A
HOMO	-10.75	eV
gap between HOMO and LUMO	8.1	eV
energy relative to the best compared isomer or geometry (same formula, charge and spin)	0.0	kcal/mol
molar mass	828.27	Da
net charge	+1

Each line ends with the Mulliken charge.
Positions of all 83 atoms, in Å:
Zr 0.538 -0.144 0.949  -0.096
C -1.932 3.078 1.055  -1.301
As -1.562 1.579 -0.128  1.428
C -1.088 2.513 -1.770  -1.234
C -3.374 1.044 -0.701  -1.815
C -4.170 0.020 0.113  2.547
C -4.133 0.374 1.603  -1.703
C -3.642 -1.403 -0.105  -1.838
As -1.883 -1.870 0.640  1.544
C -2.381 -2.702 2.330  -1.315
C -1.581 -3.478 -0.423  -1.583
C -5.648 0.071 -0.330  -2.169
As -6.352 -0.057 -2.191  0.312
C -5.069 -1.185 -3.170  -1.029
C -5.753 1.666 -2.927  -1.037
H -2.667 3.738 0.597  0.449
H -1.008 3.627 1.226  0.455
H -2.310 2.714 2.008  0.340
H -1.930 3.119 -2.101  0.451
H -0.841 1.785 -2.541  0.343
H -0.223 3.146 -1.591  0.345
H -3.255 0.694 -1.728  0.044
H -3.931 1.983 -0.753  0.873
H -3.113 0.334 1.997  -0.079
H -4.745 -0.321 2.183  0.400
H -4.518 1.381 1.772  0.462
H -3.578 -1.621 -1.170  0.278
H -4.341 -2.124 0.326  0.692
H -3.087 -3.511 2.148  0.436
H -2.834 -1.971 2.996  0.373
H -1.482 -3.100 2.799  0.390
H -2.513 -4.032 -0.516  0.556
H -0.846 -4.114 0.068  0.461
H -1.216 -3.208 -1.412  0.328
H -6.079 1.020 0.009  0.573
H -6.193 -0.705 0.216  0.516
H -5.112 -2.213 -2.811  0.315
H -4.042 -0.822 -3.135  0.221
H -5.394 -1.184 -4.211  0.414
H -6.093 2.476 -2.280  0.310
H -6.232 1.793 -3.898  0.426
H -4.674 1.735 -3.059  0.223
C 5.476 4.410 1.889  -1.063
Si 4.694 3.863 0.276  0.128
C 3.237 4.960 -0.143  -0.941
C 5.938 3.936 -1.124  -1.071
C 4.271 2.016 0.496  0.284
C 5.349 1.133 0.564  -0.126
C 5.177 -0.234 0.734  -1.280
C 3.892 -0.717 0.830  -0.318
N 2.838 0.098 0.769  -0.046
C 3.011 1.425 0.614  0.762
S 1.456 2.245 0.577  -0.651
H 5.815 5.447 1.821  0.339
H 6.341 3.795 2.149  0.351
H 4.762 4.346 2.713  0.330
H 3.619 5.966 -0.340  0.354
H 2.518 5.028 0.674  0.272
H 2.709 4.623 -1.037  0.279
H 6.252 4.971 -1.283  0.342
H 5.503 3.575 -2.059  0.331
H 6.837 3.350 -0.924  0.337
H 6.360 1.519 0.483  0.312
H 6.020 -0.908 0.788  0.437
H 3.690 -1.772 0.970  0.559
O 1.089 -2.223 1.458  -0.674
C 1.319 -2.513 0.235  1.403
O 1.047 -1.624 -0.634  -1.041
C 1.897 -3.811 -0.145  0.199
C 2.225 -4.062 -1.474  -0.368
C 2.773 -5.284 -1.823  -0.772
C 2.985 -6.252 -0.849  -0.371
C 2.656 -6.002 0.478  -0.736
C 2.115 -4.778 0.835  -0.305
H 2.050 -3.294 -2.217  0.488
H 3.035 -5.487 -2.853  0.436
H 3.411 -7.208 -1.125  0.421
H 2.825 -6.760 1.231  0.430
H 1.858 -4.560 1.863  0.470
Cl -0.729 0.184 3.204  -0.162
C 1.092 0.131 3.111  -0.570
H 1.414 -0.730 3.687  0.462
H 1.459 1.074 3.497  0.465



Here is 2 unconnected molecules or ions with the total composition CH6NS from OMol25. Energies are from ωB97M-V/def2-TZVPD.

spin multiplicity	2
max |F|	0.9	eV/A
HOMO (alpha / beta)	-9.25 / -9.25	eV
gap between HOMO and LUMO (alpha / beta)	10.2 / 6.5	eV
energy relative to the best compared isomer or geometry (same formula, charge and spin)	11.4	kcal/mol
molar mass	64.13	Da

Each line ends with the natural charge from an NBO analysis.
Positions of all 9 atoms, in Å:
S 1.057 -2.078 -2.213  -0.094
H 1.274 -2.872 -1.154  0.100
C -0.852 0.988 0.423  -0.415
N 0.273 0.120 0.857  -0.841
H -1.788 0.540 0.758  0.186
H -0.760 1.964 0.879  0.190
H -0.867 1.097 -0.665  0.175
H 1.092 0.690 1.045  0.346
H 0.571 -0.448 0.070  0.353



Here is a single C6H12 molecule at a distorted geometry from OMol25. Energies are from ωB97M-V/def2-TZVPD.

spin multiplicity	1
max |F|	12.4	eV/A
HOMO	-9.03	eV
gap between HOMO and LUMO	10.2	eV
energy relative to the best compared isomer or geometry (same formula, charge and spin)	83.2	kcal/mol
structure (SMILES)	C/C=C/C(C)C
molar mass	84.16	Da

Each line ends with the natural charge from an NBO analysis.
Positions of all 18 atoms, in Å:
C 2.866 -0.068 0.161  -0.622
C 1.562 0.151 -0.432  -0.184
C 0.449 -0.313 0.188  -0.147
C -0.977 -0.004 -0.339  -0.264
C -1.530 1.267 0.161  -0.558
C -1.876 -1.166 -0.020  -0.595
H 3.449 0.716 0.455  0.216
H 3.592 -0.512 -0.719  0.187
H 3.001 -0.825 0.885  0.216
H 1.475 0.811 -1.192  0.192
H 0.340 -0.904 0.971  0.178
H -0.952 0.190 -1.436  0.197
H -2.596 1.554 -0.144  0.199
H -1.041 1.990 -0.021  0.182
H -1.467 1.573 1.298  0.190
H -2.828 -0.926 -0.425  0.208
H -1.933 -1.375 0.970  0.199
H -1.534 -2.159 -0.359  0.206



Here is a molecular structure, C42H44F21MgO23Zr at a distorted geometry from OMol25. Energies are from ωB97M-V/def2-TZVPD.

spin multiplicity	1
max |F|	10.9	eV/A
HOMO	-8.83	eV
gap between HOMO and LUMO	4.1	eV
molar mass	1431.28	Da
net charge	+1

Each line ends with the Mulliken charge.
Positions of all 132 atoms, in Å:
Zr 16.322 17.662 -20.690  1.773
Mg 21.710 15.795 -15.040  1.344
C 19.516 15.453 -18.613  -1.517
C 18.552 16.435 -19.187  0.547
C 18.256 17.765 -18.468  0.800
O 17.265 18.367 -18.940  -0.069
C 18.935 18.053 -17.206  -1.074
C 19.891 17.155 -16.767  0.436
C 20.126 15.793 -17.442  0.688
O 20.919 14.877 -16.925  -0.926
O 20.572 17.516 -15.720  -0.833
O 17.850 16.276 -20.169  0.517
H 19.826 14.557 -19.131  0.599
H 18.765 18.973 -16.666  0.483
C 18.182 20.796 -23.233  -1.140
C 18.372 20.766 -24.582  0.340
C 18.259 19.422 -25.253  0.241
O 17.989 19.396 -26.519  -0.592
C 18.114 18.197 -24.611  -0.900
C 17.902 18.122 -23.178  0.859
C 17.855 19.549 -22.454  0.396
O 17.428 19.344 -21.362  -0.006
O 17.335 17.200 -22.548  -0.539
O 18.033 21.859 -25.212  -0.614
H 18.056 21.609 -22.534  0.304
H 17.878 17.283 -25.136  0.434
C 13.666 17.041 -16.952  -0.894
C 13.724 16.554 -18.422  -0.438
O 14.722 17.061 -19.295  -0.516
H 13.484 18.114 -16.903  -0.012
H 14.513 16.783 -16.316  0.294
H 12.799 16.596 -16.463  0.440
H 12.720 16.624 -18.842  0.347
H 13.946 15.536 -18.103  0.213
C 21.043 10.977 -15.268  -1.294
C 22.058 11.549 -16.247  0.371
O 23.250 11.796 -15.483  -0.274
C 23.484 13.038 -14.791  0.396
O 22.581 13.903 -14.551  -0.723
C 24.897 13.070 -14.249  0.765
F 24.904 12.986 -12.852  -0.247
F 25.691 12.062 -14.655  -0.217
F 25.464 14.213 -14.677  -0.185
H 21.609 10.185 -14.779  0.405
H 20.272 10.455 -15.835  0.394
H 20.564 11.694 -14.602  0.305
H 21.771 12.379 -16.893  0.107
H 22.376 10.721 -16.882  0.121
C 23.919 22.544 -12.876  -1.140
C 23.062 21.280 -12.804  -0.148
O 22.462 21.050 -14.136  -0.194
C 21.335 21.678 -14.512  0.228
O 20.613 22.312 -13.766  -0.542
C 21.017 21.578 -16.047  0.857
F 19.736 21.121 -16.246  -0.176
F 21.062 22.757 -16.624  -0.264
F 21.956 20.914 -16.699  -0.247
H 24.777 22.591 -13.546  0.307
H 24.249 22.949 -11.919  0.392
H 23.276 23.341 -13.248  0.309
H 22.320 21.357 -12.010  0.347
H 23.688 20.409 -12.610  0.228
C 21.135 10.919 -19.253  -0.912
C 21.090 11.068 -20.725  -0.405
O 21.859 10.169 -21.468  -0.263
C 21.521 9.937 -22.768  0.355
O 20.549 10.475 -23.361  -0.554
C 22.387 8.886 -23.432  0.890
F 23.245 8.351 -22.610  -0.223
F 21.579 7.973 -23.891  -0.237
F 22.953 9.494 -24.516  -0.242
H 22.181 10.876 -18.950  0.299
H 20.639 10.020 -18.887  0.388
H 20.531 11.713 -18.814  0.321
H 21.071 12.095 -21.090  0.298
H 20.058 10.906 -21.038  0.322
C 18.814 13.257 -21.993  -1.087
C 17.794 14.105 -22.750  0.173
O 16.424 13.608 -22.698  -0.307
C 15.530 14.296 -21.904  0.020
O 15.784 15.404 -21.339  -0.460
C 14.272 13.462 -21.660  0.762
F 14.054 13.466 -20.352  -0.253
F 13.182 14.076 -22.150  -0.230
F 14.440 12.201 -21.930  -0.213
H 19.860 13.495 -22.184  0.497
H 18.728 12.229 -22.347  0.323
H 18.612 13.405 -20.932  0.183
H 18.095 14.141 -23.797  0.481
H 17.957 15.132 -22.421  -0.248
C 16.372 20.486 -15.904  -0.478
C 15.000 20.929 -15.344  -0.434
O 14.794 22.317 -15.409  -0.277
C 14.203 22.955 -16.453  0.401
O 13.870 22.335 -17.487  -0.499
C 14.095 24.522 -16.295  0.744
F 12.893 25.051 -16.707  -0.246
F 14.268 24.774 -15.068  -0.215
F 15.089 25.061 -17.000  -0.228
H 16.412 19.419 -16.125  0.224
H 17.119 20.666 -15.131  0.352
H 16.677 21.016 -16.807  0.067
H 14.880 20.674 -14.291  0.337
H 14.181 20.423 -15.854  0.272
C 16.725 23.968 -20.116  -1.671
C 16.450 22.487 -19.866  0.786
O 15.296 22.075 -20.579  -0.233
C 14.672 20.925 -20.351  0.259
O 15.258 19.814 -20.124  -0.118
C 13.156 21.037 -20.299  0.886
F 12.668 20.316 -19.238  -0.179
F 12.658 22.266 -20.450  -0.237
F 12.687 20.449 -21.396  -0.258
H 17.632 24.339 -19.637  0.387
H 15.872 24.582 -19.827  0.384
H 16.865 24.162 -21.179  0.410
H 16.377 22.378 -18.784  -0.234
H 17.318 21.891 -20.148  0.058
C 25.356 18.766 -14.861  -1.016
C 25.779 17.350 -15.234  -0.019
O 25.545 17.132 -16.626  -0.315
C 24.391 16.572 -17.094  0.249
O 23.603 15.913 -16.323  -0.201
C 24.197 16.755 -18.640  0.805
F 23.128 17.498 -18.888  -0.134
F 25.365 17.230 -19.154  -0.223
F 23.965 15.494 -19.071  -0.233
H 25.593 18.989 -13.821  0.428
H 24.269 18.846 -14.876  0.162
H 25.731 19.487 -15.587  0.318
H 25.301 16.583 -14.625  0.060
H 26.844 17.244 -15.025  0.318